Here is 2 unconnected molecules or ions with the total composition C5H12O2 from the Open Molecules 2025 dataset. Energies are from wB97M-V/def2-TZVPD.

Structure (ORCA input):
```
! wB97M-V def2-TZVPD RIJCOSX def2/J DEFGRID3
* xyz 0 1
C 0.071 2.797 -0.465
C 0.335 1.383 -1.027
C 1.041 0.355 -0.139
C 0.843 -0.966 -0.113
C 0.505 -1.988 0.936
O -0.101 -3.124 0.374
H 0.494 3.555 -1.129
H 0.574 2.926 0.513
H -0.992 2.993 -0.359
H 1.077 1.349 -1.825
H -0.607 1.044 -1.457
H 1.603 0.915 0.627
H 0.940 -1.550 -1.048
H -0.097 -1.447 1.664
H 1.394 -2.336 1.487
H -0.278 -3.834 0.987
O -2.552 -0.911 0.538
H -2.189 -0.038 0.704
H -2.061 -1.122 -0.266
*
```

DFT total energy, Ha: -348.0774
ΔE to the lowest compared entry with this formula, charge and spin, kcal/mol: 79.9
HOMO level, eV: -8.25
SMILES: CC/C=C/CO.O
Max |F|, eV/Å: 3.0

Here is a molecular structure, C33H55FeGeNO3S3Si from the Open Molecules 2025 dataset. Energies are from wB97M-V/def2-TZVPD.

Structure (ORCA input):
```
! wB97M-V def2-TZVPD RIJCOSX def2/J DEFGRID3
* xyz 1 6
Fe -11.431 -10.325 10.606
C -4.068 -12.884 13.283
C -5.285 -12.395 13.998
C -5.604 -10.980 13.507
C -6.941 -10.405 13.979
Ge -8.593 -10.911 12.994
C -9.205 -12.812 12.954
C -9.676 -13.355 14.318
C -8.654 -13.635 15.430
C -9.361 -14.350 16.591
H -3.578 -13.631 13.869
H -3.356 -12.031 13.190
H -4.244 -13.232 12.281
H -5.143 -12.437 15.070
H -6.126 -13.007 13.727
H -5.485 -10.957 12.395
H -4.792 -10.293 13.856
H -6.979 -9.308 13.955
H -7.064 -10.631 15.057
H -9.588 -9.787 13.322
H -8.417 -13.417 12.454
H -10.083 -12.890 12.309
H -10.225 -14.285 14.157
H -10.397 -12.657 14.772
H -8.222 -12.727 15.839
H -7.853 -14.265 15.035
H -10.069 -13.706 17.096
H -8.663 -14.725 17.333
H -9.900 -15.254 16.285
O -12.612 -12.470 9.152
N -11.453 -12.890 9.316
O -10.725 -12.308 10.215
O -10.911 -8.383 10.553
C -12.224 -7.909 11.008
C -13.227 -8.720 10.159
C -14.414 -9.284 10.488
C -15.114 -9.816 9.349
C -14.469 -9.610 8.168
S -12.955 -8.891 8.403
C -12.371 -8.336 12.452
C -11.926 -7.690 13.563
C -11.708 -8.572 14.616
C -11.903 -9.867 14.338
S -12.538 -10.044 12.734
C -12.493 -6.402 10.835
C -13.750 -5.904 10.829
C -13.825 -4.513 10.764
C -12.578 -3.927 10.607
S -11.340 -5.126 10.608
H -14.887 -9.312 11.437
H -16.076 -10.333 9.446
H -14.648 -10.008 7.188
H -11.691 -6.651 13.578
H -11.415 -8.269 15.630
H -11.878 -10.650 15.061
H -14.686 -6.470 10.901
H -14.768 -4.002 10.792
H -12.393 -2.865 10.528
C -5.084 -8.925 9.771
C -5.896 -9.763 8.753
C -6.308 -11.089 9.408
C -5.022 -10.037 7.555
Si -7.495 -8.900 8.274
C -7.653 -7.085 8.579
C -7.669 -7.032 10.125
C -6.620 -6.193 7.972
C -9.020 -6.550 8.145
C -8.687 -9.833 7.205
C -10.161 -9.551 7.285
C -8.102 -9.253 5.892
C -8.475 -11.354 7.269
H -4.120 -9.467 9.890
H -5.577 -8.878 10.735
H -4.843 -7.913 9.422
H -5.505 -11.512 10.018
H -6.514 -11.799 8.625
H -7.216 -11.019 10.005
H -4.016 -10.276 7.910
H -4.919 -9.204 6.836
H -5.386 -10.891 6.949
H -6.695 -6.899 10.545
H -8.167 -7.923 10.563
H -8.338 -6.219 10.438
H -5.566 -6.516 8.030
H -6.689 -5.174 8.417
H -6.802 -6.140 6.902
H -9.820 -7.028 8.698
H -9.206 -6.687 7.109
H -9.017 -5.478 8.324
H -10.463 -8.524 7.457
H -10.635 -10.167 8.014
H -10.616 -9.856 6.299
H -8.378 -8.211 5.748
H -8.577 -9.764 5.033
H -7.025 -9.419 5.743
H -8.853 -11.753 8.236
H -7.443 -11.604 7.057
H -9.081 -11.804 6.449
*
```

DFT total energy, Ha: -6395.1210
HOMO level (alpha / beta), eV: -9.29 / -10.94
Max |F|, eV/Å: 2.7

Here is a molecular structure, C24H40CdF6N3O5S2Si3 from the Open Molecules 2025 dataset. Energies are from wB97M-V/def2-TZVPD.

Structure (ORCA input):
```
! wB97M-V def2-TZVPD RIJCOSX def2/J DEFGRID3
* xyz -1 1
Cd 0.332 -0.501 0.260
C 2.059 -3.370 0.789
C 1.908 -2.040 1.261
C 2.794 -1.213 0.466
C 3.435 -2.037 -0.456
C 2.992 -3.366 -0.244
H 1.550 -4.238 1.187
H 1.548 -1.797 2.254
H 3.040 -0.180 0.659
H 4.137 -1.709 -1.211
H 3.321 -4.234 -0.802
F -5.180 -0.305 0.346
C -4.569 -1.447 0.021
F -4.097 -2.025 1.120
F -5.459 -2.261 -0.547
S -3.209 -1.092 -1.172
O -2.129 -0.542 -0.376
O -3.821 -0.218 -2.122
N -2.952 -2.494 -1.853
S -1.949 -3.614 -1.352
O -1.202 -3.305 -0.163
O -1.269 -4.177 -2.481
C -3.090 -4.980 -0.874
F -4.010 -5.167 -1.828
F -3.705 -4.724 0.279
F -2.379 -6.101 -0.736
C -2.320 0.538 2.760
Si -1.349 1.940 1.964
C -1.571 3.349 3.219
C -2.292 2.620 0.481
C 0.423 1.474 1.642
Si 1.329 1.194 3.230
C 0.401 0.007 4.364
C 1.567 2.793 4.214
C 3.091 0.536 3.141
Si 1.219 2.687 0.533
C 0.840 4.501 0.914
C 3.098 2.676 0.354
C 0.611 2.435 -1.257
C 0.761 3.396 -2.256
C 0.235 3.167 -3.517
C -0.455 1.985 -3.752
C -0.557 1.067 -2.723
N -0.023 1.276 -1.516
H -3.389 0.670 2.567
H -2.175 0.528 3.845
H -2.029 -0.441 2.372
H -2.616 3.685 3.194
H -0.934 4.214 2.993
H -1.353 3.024 4.245
H -3.362 2.636 0.723
H -2.169 2.014 -0.417
H -1.982 3.647 0.250
H -0.375 0.533 4.934
H 1.087 -0.460 5.080
H -0.092 -0.791 3.795
H 0.627 3.337 4.351
H 2.267 3.466 3.696
H 1.984 2.577 5.206
H 3.154 -0.475 2.731
H 3.500 0.515 4.158
H 3.739 1.179 2.538
H 1.066 4.721 1.965
H -0.217 4.739 0.742
H 1.447 5.169 0.292
H 3.600 2.881 1.305
H 3.384 3.466 -0.351
H 3.473 1.724 -0.038
H 1.280 4.325 -2.035
H 0.341 3.906 -4.303
H -0.907 1.777 -4.713
H -1.101 0.143 -2.858
C 0.987 -4.070 -4.580
N 0.917 -2.689 -4.119
C 0.182 -1.735 -4.929
C 1.113 -2.417 -2.810
O 0.827 -1.343 -2.284
H 1.133 -4.079 -5.659
H 0.076 -4.622 -4.337
H 1.832 -4.574 -4.109
H 0.442 -1.879 -5.977
H 0.455 -0.728 -4.625
H -0.902 -1.856 -4.810
H 1.592 -3.225 -2.252
*
```

DFT total energy, Ha: -3910.9427
ΔE to the lowest compared entry with this formula, charge and spin, kcal/mol: 27.7
HOMO level, eV: -4.75
Max |F|, eV/Å: 0.6

Here is C3H6ClF in the gas phase from the Open Molecules 2025 dataset. Energies are from wB97M-V/def2-TZVPD.

Structure (ORCA input):
```
! wB97M-V def2-TZVPD RIJCOSX def2/J DEFGRID3
* xyz 0 1
F -0.431 2.143 0.867
C 0.795 1.384 0.626
C 0.737 -0.139 0.900
C -0.388 -0.986 0.376
Cl -0.359 -1.229 -1.417
H 1.470 1.802 1.362
H 1.093 1.535 -0.495
H 1.698 -0.520 0.689
H 0.744 -0.266 1.967
H -1.422 -0.521 0.692
H -0.471 -1.976 0.659
*
```

DFT total energy, Ha: -677.9357
ΔE to the lowest compared entry with this formula, charge and spin, kcal/mol: 13.5
HOMO level, eV: -10.72
SMILES: FCCCCl
Max |F|, eV/Å: 3.8

Here is 5 unconnected molecules or ions with the total composition C16H39N4O4Si from the Open Molecules 2025 dataset. Energies are from wB97M-V/def2-TZVPD.

Structure (ORCA input):
```
! wB97M-V def2-TZVPD RIJCOSX def2/J DEFGRID3
* xyz -1 1
C 0.198 3.455 1.349
Si -0.303 1.963 0.537
C -1.617 1.023 1.565
C 1.069 0.667 0.220
C -1.072 2.051 -1.230
H 0.790 4.180 0.781
H -0.565 3.966 1.945
H -2.131 1.715 2.241
H -2.365 0.539 0.927
H -1.146 0.257 2.184
H 1.149 -0.002 1.084
H 2.042 1.140 0.072
H 0.855 0.052 -0.664
H -1.384 1.090 -1.658
H -0.329 2.492 -1.905
H -1.939 2.722 -1.205
C 3.912 -0.652 -3.096
C 4.513 -0.571 -1.709
O 4.318 0.392 -0.988
N 5.276 -1.622 -1.296
C 5.565 -2.850 -2.003
H 3.343 0.260 -3.250
H 4.679 -0.746 -3.866
H 3.246 -1.513 -3.176
H 5.611 -1.523 -0.351
H 5.143 -3.710 -1.488
H 6.642 -2.989 -2.139
H 5.111 -2.815 -2.989
C 2.362 -2.624 1.104
C 2.355 -4.010 0.498
O 3.004 -4.285 -0.501
N 1.619 -4.979 1.119
C 0.741 -4.842 2.268
H 2.924 -1.949 0.465
H 1.362 -2.214 1.219
H 2.826 -2.654 2.092
H 1.651 -5.872 0.654
H 1.063 -5.470 3.103
H -0.290 -5.106 2.037
H 0.748 -3.817 2.612
C -3.119 -2.627 2.638
C -2.316 -3.508 3.566
O -2.311 -4.727 3.454
N -1.587 -2.899 4.536
C -1.457 -1.478 4.798
H -3.636 -3.277 1.938
H -3.848 -2.028 3.186
H -2.482 -1.931 2.091
H -1.072 -3.542 5.117
H -0.425 -1.143 4.691
H -1.804 -1.227 5.803
H -2.050 -0.912 4.087
C -4.438 6.564 -4.572
C -4.699 6.076 -3.159
O -5.714 6.405 -2.562
N -3.769 5.270 -2.598
C -2.529 4.792 -3.177
H -5.278 7.191 -4.856
H -3.514 7.141 -4.630
H -4.350 5.732 -5.272
H -3.980 4.979 -1.655
H -2.509 3.704 -3.227
H -1.671 5.105 -2.581
H -2.418 5.190 -4.182
*
```

DFT total energy, Ha: -1442.5740
ΔE to the lowest compared entry with this formula, charge and spin, kcal/mol: 0.0
HOMO level, eV: -2.05
Max |F|, eV/Å: 0.3

Here is a molecular structure, C36H26BrN7O3S2Zr from the Open Molecules 2025 dataset. Energies are from wB97M-V/def2-TZVPD.

Structure (ORCA input):
```
! wB97M-V def2-TZVPD RIJCOSX def2/J DEFGRID3
* xyz 2 1
Zr 0.524 0.119 0.422
Br 4.287 3.797 5.984
C 3.530 3.024 4.448
C 4.158 3.180 3.210
C 3.623 2.614 2.067
C 2.446 1.884 2.147
O 1.929 1.311 1.055
C 1.794 1.733 3.385
C 0.558 1.029 3.538
N -0.150 0.466 2.601
C -1.393 -0.145 2.959
C -2.166 0.181 4.042
C -3.364 -0.519 4.304
C -3.780 -1.526 3.482
C -3.023 -1.858 2.333
C -3.388 -2.879 1.428
C -2.609 -3.134 0.332
C -1.472 -2.349 0.114
N -1.098 -1.380 0.938
C -1.844 -1.145 2.064
C 2.360 2.309 4.537
H 5.076 3.748 3.148
H 4.110 2.730 1.109
H 0.191 0.966 4.561
H -1.878 0.984 4.707
H -3.951 -0.246 5.170
H -4.691 -2.071 3.689
H -4.286 -3.456 1.614
H -2.857 -3.913 -0.373
H -0.852 -2.516 -0.759
H 1.865 2.193 5.494
O -0.826 -0.312 -3.846
C 0.112 -1.189 -4.301
C 0.043 -1.540 -5.645
C 0.945 -2.440 -6.172
C 1.932 -3.014 -5.369
C 2.003 -2.671 -4.040
C 1.102 -1.751 -3.480
C 1.222 -1.421 -2.060
O 0.530 -0.370 -1.587
N 1.944 -2.127 -1.256
N 1.887 -1.612 0.047
C 2.741 -2.169 0.857
S 2.705 -1.781 2.550
C 4.380 -2.415 2.860
C 4.534 -3.660 2.009
S 3.921 -3.303 0.334
H -0.644 -0.173 -2.905
H -0.731 -1.095 -6.255
H 0.882 -2.702 -7.219
H 2.637 -3.717 -5.789
H 2.763 -3.100 -3.402
H 4.455 -2.637 3.922
H 5.101 -1.645 2.594
H 3.969 -4.498 2.415
H 5.580 -3.947 1.917
N -3.905 6.196 -7.373
C -3.593 5.650 -6.413
C -3.201 4.966 -5.210
C -2.856 3.618 -5.264
C -2.485 2.954 -4.108
C -2.453 3.659 -2.915
C -2.786 5.001 -2.844
C -3.169 5.657 -4.001
N -2.056 2.975 -1.715
C -2.676 3.041 -0.484
C -1.978 2.223 0.338
N -0.940 1.643 -0.380
C -1.023 2.138 -1.610
H -2.891 3.092 -6.208
H -2.237 1.900 -4.139
H -2.734 5.535 -1.905
H -3.433 6.705 -3.973
H -3.552 3.644 -0.320
H -2.153 2.005 1.377
H -0.354 1.923 -2.427
*
```

DFT total energy, Ha: -5413.6577
ΔE to the lowest compared entry with this formula, charge and spin, kcal/mol: 0.0
HOMO level, eV: -12.92
Max |F|, eV/Å: 0.2

Here is a molecular structure, C28H37N5O4PRuS2 from the Open Molecules 2025 dataset. Energies are from wB97M-V/def2-TZVPD.

Structure (ORCA input):
```
! wB97M-V def2-TZVPD RIJCOSX def2/J DEFGRID3
* xyz 2 2
Ru -0.395 0.264 0.431
C 2.749 0.481 3.926
C 1.583 0.354 3.164
N 1.586 0.326 1.847
C 2.763 0.381 1.194
C 3.999 0.474 1.879
C 3.961 0.546 3.282
C 5.217 0.463 1.139
C 5.211 0.359 -0.211
C 3.988 0.312 -0.936
C 3.945 0.256 -2.339
C 2.727 0.243 -2.974
C 1.563 0.268 -2.201
N 1.573 0.311 -0.884
C 2.757 0.334 -0.239
H 2.688 0.531 5.001
H 0.617 0.271 3.645
H 4.886 0.645 3.829
H 6.146 0.519 1.686
H 6.134 0.324 -0.767
H 4.867 0.226 -2.896
H 2.663 0.208 -4.050
H 0.589 0.260 -2.677
C -1.393 2.547 3.194
P -1.397 2.339 1.370
C -3.178 2.612 1.027
C -0.575 3.892 0.852
H -1.906 3.473 3.456
H -0.374 2.590 3.575
H -1.918 1.709 3.652
H -3.444 3.648 1.241
H -3.756 1.946 1.668
H -3.401 2.380 -0.011
H -1.165 4.755 1.163
H -0.444 3.906 -0.227
H 0.407 3.937 1.326
C -2.757 -4.163 3.267
N -2.215 -2.869 3.631
C -2.298 -2.501 5.030
C -1.775 -2.036 2.761
N -1.364 -1.273 1.987
H -2.264 -4.940 3.855
H -2.598 -4.362 2.209
H -3.827 -4.196 3.490
H -1.770 -3.241 5.635
H -3.342 -2.481 5.352
H -1.848 -1.523 5.188
O -1.399 1.642 -1.390
S -1.723 1.665 -2.863
C -0.809 3.130 -3.525
C -1.853 4.111 -4.030
C -3.045 4.008 -3.087
C -3.353 2.527 -2.996
H -0.134 2.797 -4.310
H -0.226 3.513 -2.688
H -2.159 3.840 -5.042
H -1.456 5.124 -4.060
H -3.895 4.566 -3.474
H -2.789 4.408 -2.103
H -3.810 2.154 -3.911
H -3.967 2.240 -2.145
N -1.581 -1.362 -1.076
C -0.645 -2.362 -1.422
C -0.668 -2.976 -2.672
C 0.268 -3.955 -2.984
C 1.199 -4.261 -2.032
C 1.269 -3.683 -0.790
C 0.336 -2.709 -0.487
S 2.481 -5.597 -2.329
O 2.427 -5.744 -3.750
O 3.627 -4.946 -1.756
O 1.772 -6.550 -1.506
H -2.173 -1.111 -1.864
H -2.172 -1.632 -0.286
H -1.419 -2.706 -3.400
H 0.275 -4.457 -3.940
H 2.040 -3.982 -0.099
H 0.367 -2.202 0.479
*
```

DFT total energy, Ha: -2895.8962
HOMO level (alpha / beta), eV: -13.22 / -13.28
Max |F|, eV/Å: 8.0

Here is 10 unconnected molecules or ions with the total composition C5H33N3O9 from the Open Molecules 2025 dataset. Energies are from wB97M-V/def2-TZVPD.

Structure (ORCA input):
```
! wB97M-V def2-TZVPD RIJCOSX def2/J DEFGRID3
* xyz 0 1
C 1.125 2.667 0.438
N -0.259 2.202 0.687
C -0.346 0.744 0.391
C -1.307 0.004 1.340
N -0.534 -1.051 1.975
C -2.583 -0.481 0.596
C -2.544 -0.941 -0.849
N -1.724 -2.143 -0.984
H 1.172 3.005 -0.608
H 1.198 3.676 0.848
H 1.851 1.980 0.817
H -0.904 2.610 0.003
H -0.648 0.483 -0.620
H 0.660 0.362 0.551
H -1.666 0.620 2.161
H 0.107 -1.557 1.383
H -0.966 -1.684 2.630
H -3.372 0.291 0.660
H -3.175 -1.207 1.173
H -2.179 -0.200 -1.561
H -3.565 -1.145 -1.202
H -1.833 -2.846 -0.266
H -1.806 -2.550 -1.901
O 2.234 -2.682 2.626
H 2.751 -2.043 3.137
H 2.545 -2.432 1.738
O 3.813 -1.279 0.454
H 3.849 -1.359 -0.502
H 3.749 -0.338 0.647
O 1.276 -2.079 -0.542
H 1.302 -3.040 -0.591
H 0.362 -1.775 -0.719
O 2.080 -2.470 -3.349
H 1.709 -2.653 -2.476
H 1.483 -1.889 -3.836
O 1.760 1.097 2.985
H 1.443 0.405 2.391
H 0.924 1.452 3.312
O -0.138 0.404 -2.971
H -0.576 1.263 -2.998
H 0.774 0.585 -2.690
O -2.244 3.021 -1.302
H -2.714 2.353 -0.792
H -2.430 3.931 -1.071
O 2.652 -0.054 -2.147
H 2.177 -0.676 -1.565
H 2.952 -0.662 -2.839
O -3.085 2.947 1.654
H -2.121 2.918 1.516
H -3.226 2.217 2.267
*
```

DFT total energy, Ha: -1051.6925
ΔE to the lowest compared entry with this formula, charge and spin, kcal/mol: 24.6
HOMO level, eV: -8.88
SMILES: CNC[C@H](N)CCN.O.O.O.O.O.O.O.O.O
Max |F|, eV/Å: 3.4